1.
Below is a 2-piece molecular cluster, H3N3O overall, with properties calculated with wB97M-V/def2-TZVPD.

XYZ file:
```
7
H3N3O wB97M-V/def2-TZVPD
N -0.788 1.749 -0.091
N 0.862 0.604 1.084
N -0.037 1.129 0.483
O -0.137 -0.925 -0.671
H -0.492 -1.784 -0.779
H 0.824 -0.316 1.489
H -0.231 -0.457 -1.515
```

Orbital gap, eV: 10.4
Net charge: 0
Relative energy (zero: lowest compared OMol25 entry of this formula, charge and spin), kcal/mol: 29.7
Molar mass, Da: 61.04
F_max, eV/Å: 2.309
E_HOMO, eV: -9.6
E_tot, eV: -6564.10359

These are the Mulliken partial charges, in e, on atoms 1 to 6: N -0.4013; N -0.6365; N 0.7590; O -0.6128; H 0.2952; H 0.2848

2.
Below is C23H39Cl3N3O3PtSSi as an isolated structure, with properties calculated with wB97M-V/def2-TZVPD.

XYZ file:
```
74
C23H39Cl3N3O3PtSSi wB97M-V/def2-TZVPD
C 0.371 6.726 1.438
C -0.783 7.355 0.736
H 1.260 6.767 0.792
H 0.150 5.673 1.670
H 0.603 7.253 2.383
C -0.746 8.659 0.356
C 0.438 9.556 0.413
H -1.657 9.197 0.085
H 1.317 9.144 -0.094
H 0.714 9.748 1.452
H 0.242 10.526 -0.061
Pt -2.592 3.369 0.089
Cl -1.708 3.859 2.327
Cl -4.669 4.172 0.931
C -4.913 1.396 0.019
O -3.766 1.683 -0.454
N -5.896 0.951 -0.750
C -5.653 0.547 -2.125
C -7.268 1.047 -0.286
H -5.137 1.552 1.079
H -4.847 -0.195 -2.158
H -5.379 1.413 -2.741
H -6.585 0.117 -2.501
H -7.320 0.698 0.749
H -7.903 0.439 -0.926
H -7.630 2.082 -0.318
H 3.821 2.140 -0.760
H 3.079 4.411 -2.814
C 4.312 2.057 -1.740
C 3.452 3.622 -3.480
N 3.384 2.325 -2.826
H 4.713 1.039 -1.823
C 2.414 1.432 -3.155
O 1.541 1.627 -4.004
H 2.849 3.600 -4.392
H 2.475 0.484 -2.574
H 5.130 2.778 -1.790
H 4.499 3.845 -3.717
O -1.599 5.194 -0.150
C -2.006 6.461 0.548
C -2.954 7.892 -1.294
C -3.178 7.163 -0.130
H -1.928 8.047 -1.628
C -4.000 8.505 -1.993
H -2.305 6.073 1.529
C -4.472 7.145 0.400
H -3.778 9.014 -2.935
C -5.300 8.419 -1.489
C -5.536 7.735 -0.291
H -4.656 6.595 1.322
H -6.117 8.909 -2.027
H -6.548 7.638 0.117
Si -1.109 5.138 -2.021
Cl 0.961 5.650 -1.806
C -1.124 6.535 -3.378
C -3.101 4.686 -2.183
C -0.987 3.402 -2.782
H -2.119 6.803 -3.760
H -0.537 6.143 -4.222
H -0.616 7.462 -3.061
H 0.058 3.083 -2.852
H -1.417 3.453 -3.798
H -1.544 2.624 -2.231
H -3.444 5.658 -2.552
H -3.801 4.520 -1.327
H -3.327 3.892 -2.903
S -0.090 -0.486 -1.017
C 0.900 0.577 -0.042
C 0.175 1.680 0.361
N -1.102 1.723 -0.166
C -1.358 0.641 -0.914
H 1.924 0.352 0.233
H 0.507 2.449 1.050
H -2.288 0.483 -1.430
```

Orbital gap (spin up / spin down), eV: 5.8 / 6.4
Net charge: -1
Relative energy (zero: lowest compared OMol25 entry of this formula, charge and spin), kcal/mol: 69.2
Molar mass, Da: 767.17
F_max, eV/Å: 3.880
E_HOMO (spin up / spin down), eV: -3.6 / -4.3
E_tot, eV: -94624.16636
2S+1: 3

These are the Mulliken partial charges, in e, on atoms 1 to 6: C -1.4466; C 0.5029; H 0.2741; H -0.0193; H 0.4339; C -0.0147

3.
Below is a 2-piece molecular cluster, CBrClFN3 overall, with properties calculated with wB97M-V/def2-TZVPD.

XYZ file:
```
7
CBrClFN3 wB97M-V/def2-TZVPD
C 1.114 -0.685 0.688
N 1.937 -1.238 1.273
N 0.446 0.236 0.081
N -0.750 0.564 -0.039
F 0.813 -0.499 -1.695
Cl -1.118 2.032 -0.837
Br -2.441 -0.409 0.529
```

Orbital gap (spin up / spin down), eV: 7.4 / 7.4
Net charge: 0
Relative energy (zero: lowest compared OMol25 entry of this formula, charge and spin), kcal/mol: 61.2
Molar mass, Da: 188.39
F_max, eV/Å: 5.186
E_HOMO (spin up / spin down), eV: -10.6 / -10.6
E_tot, eV: -90782.31061

These are the Mulliken partial charges, in e, on atoms 1 to 6: C 0.4560; N -0.3022; N -0.0413; N 0.2247; F -0.5503; Cl 0.0944

4.
Below is C37H39AgFN3O3Sb as an isolated structure, with properties calculated with wB97M-V/def2-TZVPD.

XYZ file:
```
85
C37H39AgFN3O3Sb wB97M-V/def2-TZVPD
Ag 0.162 -1.713 -2.421
C -4.453 -1.615 3.656
C -5.141 -1.662 2.289
N -4.336 -1.152 1.141
C -3.793 -2.149 0.349
C -2.649 -1.935 -0.402
C -2.049 -3.234 -0.804
O -2.551 -4.255 -0.264
O -0.997 -3.323 -1.519
C -2.293 -0.552 -0.791
O -1.408 -0.221 -1.627
C -2.977 0.450 0.007
C -2.667 1.806 -0.176
C -3.268 2.812 0.622
F -2.959 4.103 0.330
C -4.154 2.519 1.693
C -4.450 1.163 1.815
C -3.894 0.146 1.040
N -4.740 3.449 2.528
C -6.236 3.520 2.655
C -6.595 3.992 4.098
N -5.844 5.277 4.353
C -4.351 5.141 4.233
C -3.932 4.612 2.846
H -4.993 -2.269 4.299
H -4.414 -0.598 4.047
H -3.452 -2.025 3.647
H -6.165 -1.242 2.306
H -5.283 -2.735 2.046
H -4.282 -3.118 0.370
H -2.037 2.073 -1.010
H -5.328 0.902 2.493
H -6.627 2.481 2.445
H -6.612 4.208 1.894
H -6.259 3.321 4.861
H -7.684 4.166 4.187
H -5.991 5.521 5.377
H -6.216 6.004 3.746
H -4.072 4.425 5.016
H -3.989 6.113 4.448
H -2.895 4.350 2.915
H -4.104 5.388 2.055
C 4.983 0.778 -0.909
C 4.110 1.172 -2.081
C 4.032 2.553 -2.529
C 3.282 2.931 -3.634
C 2.602 1.918 -4.367
C 2.563 0.637 -3.892
C 3.312 0.254 -2.700
Sb 2.762 -1.741 -2.018
C 3.867 -2.946 -3.383
C 3.056 -3.836 -4.069
C 3.571 -4.557 -5.140
C 4.886 -4.386 -5.523
C 5.691 -3.542 -4.796
C 5.221 -2.795 -3.692
C 6.103 -1.753 -3.098
C 3.569 -2.264 -0.002
C 4.672 -3.066 0.011
C 5.479 -3.085 1.175
C 5.087 -2.419 2.322
C 3.834 -1.782 2.403
C 3.120 -1.633 1.201
C 1.798 -0.919 1.083
H 5.847 1.416 -0.815
H 5.476 -0.212 -0.959
H 4.468 0.912 0.013
H 4.697 3.245 -2.027
H 3.297 4.011 -3.843
H 2.059 2.136 -5.300
H 1.895 -0.100 -4.405
H 1.987 -3.936 -3.756
H 2.852 -5.166 -5.685
H 5.313 -4.813 -6.401
H 6.716 -3.314 -5.103
H 7.148 -2.028 -3.262
H 5.874 -1.693 -2.029
H 5.967 -0.717 -3.520
H 4.915 -3.688 -0.864
H 6.338 -3.742 1.158
H 5.708 -2.429 3.230
H 3.486 -1.317 3.303
H 1.547 -0.242 1.930
H 0.975 -1.657 1.006
H 1.813 -0.325 0.174
```

Orbital gap, eV: 6.0
Net charge: +1
Relative energy (zero: lowest compared OMol25 entry of this formula, charge and spin), kcal/mol: 11.2
Molar mass, Da: 822.36
F_max, eV/Å: 3.305
E_HOMO, eV: -9.5
E_tot, eV: -62860.30509

These are the Mulliken partial charges, in e, on atoms 1 to 6: Ag 0.0878; C -1.0681; C -0.7400; N 0.1978; C -0.3503; C -0.5032